ORCA calculation (ωB97M-V/def2-TZVPD) on C27H44CoI2N4S as an isolated structure.

```
79
Properties=species:S:1:pos:R:3:lowdin_charge:R:1
H -2.82015 -6.64337 -3.33425 0.098
C 5.42966 -1.82040 -2.79742 -0.555
H -3.62622 4.93946 1.43210 0.089
H 1.28697 3.33962 -0.74368 0.078
H -2.99512 -3.67469 -1.37298 0.119
H 6.13898 0.19801 -3.28232 0.084
H -0.03531 4.64342 1.54298 0.139
H 3.10246 1.17783 -0.06932 0.117
C 0.99704 4.27238 -0.26656 -0.189
H -5.04659 2.22430 1.41020 0.126
H -0.48190 -7.25950 -2.89711 0.099
C 3.09657 0.26569 -0.65524 -0.087
H 0.74605 -6.06121 -2.50379 0.082
H -0.47932 -6.49952 -1.30294 0.098
H -5.32198 4.65322 1.19444 0.116
H -1.14037 -5.91187 -4.96540 0.099
C -0.30488 -6.32316 -2.36634 -0.028
H 1.15696 5.29375 -2.09972 0.122
H -1.46754 7.81253 0.14524 0.081
H -2.79167 1.20972 1.45171 0.079
C -0.94706 -4.99732 -4.40328 -0.027
H 4.41925 -2.99668 -4.33810 0.094
H -0.02097 7.27664 -1.67251 0.113
C -4.17232 2.85706 1.22809 -0.188
C -2.98629 2.18216 1.89917 -0.222
C -2.69188 -5.71817 -2.77260 -0.054
H 5.09054 -0.51326 -4.51854 0.098
H -2.43365 -1.59931 -0.18598 0.125
H -2.95305 -5.92948 -1.73295 0.095
C 1.86047 -1.52585 -1.44660 -0.161
I 0.96520 0.14278 2.75627 0.393
N 1.92981 -0.39889 -0.71552 -0.014
H 0.96856 7.04207 -0.26032 0.114
S -0.97176 1.85963 -0.51647 0.703
C 0.42100 5.23184 -1.29444 -0.197
H -0.47650 4.77919 -1.73100 0.110
H 0.09625 -4.72232 -4.57163 0.082
H -5.49824 3.70864 3.54158 0.086
H -4.95506 5.38327 3.52136 0.081
C 6.53792 -2.05416 -1.75900 -0.028
C -1.67941 -2.13191 -0.75140 -0.069
I -0.94088 -0.08385 4.59093 0.262
H 6.23806 -2.79294 -1.01272 0.097
C 4.18222 -1.33290 -2.07113 -0.110
H 1.87853 4.69555 0.21534 0.130
C 2.96219 -2.00255 -2.12960 0.077
C 4.22513 -0.16312 -1.30586 0.024
H 6.75397 -1.07523 -4.33082 0.099
H -3.80203 4.09591 3.81916 0.062
N -1.75760 2.98815 1.80426 0.039
C -1.24730 -5.24238 -2.91692 -0.555
H 4.87889 -3.93320 -2.89665 0.094
C 5.17801 -3.11831 -3.56081 -0.054
C -0.87915 2.99758 0.80829 -0.725
H -1.01439 6.42736 1.09835 0.052
N -0.45812 -1.59148 -0.76675 -0.011
Co 0.19705 0.02717 0.23485 0.224
H -1.99224 6.21148 -0.36299 0.075
C 0.27471 -3.36504 -2.15932 0.066
C 0.10170 6.64073 -0.79516 -0.240
H 7.42989 -2.42841 -2.26297 0.099
H 6.10019 -3.42464 -4.05472 0.099
H -3.16214 2.02733 2.96093 0.093
C -0.99879 -3.94989 -2.15137 -0.111
C -4.44730 4.27541 1.72501 -0.254
C -4.68504 4.36899 3.22925 -0.097
N 0.04888 3.94469 0.81816 0.035
H -1.71052 3.76691 2.44801 0.150
H 2.87934 -2.90462 -2.71584 0.106
C -1.98619 -3.29480 -1.42482 0.037
H -3.40555 -4.99419 -3.17286 0.095
C -1.15622 6.77112 0.06792 -0.104
H 6.81553 -1.13489 -1.24018 0.084
C 0.52010 -2.20366 -1.47093 -0.164
H 1.06912 -3.83853 -2.71856 0.116
H 5.13356 0.41668 -1.21918 0.127
H -4.00717 2.86561 0.14723 0.109
C 5.87237 -0.73178 -3.78804 -0.027
H -1.58094 -4.20849 -4.81342 0.098
```

**Spin multiplicity**: 4
**Orbital gap (spin up / spin down)**: 7.2 / 7.2 eV
**<S²>**: 3.760
**Total charge**: +2

---

ORCA calculation (ωB97M-V/def2-TZVPD) on C27H44DyF6OP2 as an isolated structure at a distorted geometry.

```
81
Properties=species:S:1:pos:R:3:lowdin_charge:R:1
C -1.38641 -0.13935 -6.51924 -0.180
H 1.27070 3.34525 -4.87228 0.097
C 1.53392 1.27819 -5.24227 -0.166
C 0.14216 -0.21796 -6.74354 -0.162
H 3.12379 -0.02176 0.96604 0.079
C 1.09216 0.50922 2.88436 -0.026
C -0.09595 4.33831 0.18026 -0.485
H -1.78115 -1.16520 -6.46791 0.095
C -2.26951 -2.27569 0.23111 -0.073
H 2.01938 2.76562 -3.34341 0.009
H -2.34108 -3.26357 0.71049 0.100
F 0.05472 5.54974 0.76218 0.169
H 2.99652 -1.08720 -0.43542 0.018
H 0.39783 0.46091 -7.56748 0.120
F 0.91604 3.53570 0.64259 0.115
H 3.55753 2.30461 -2.58163 0.076
P -1.58250 -0.84092 -2.57758 0.925
H 1.41126 -2.44105 -1.67619 0.056
H -0.79943 2.59029 -6.87486 0.122
H 1.54819 -0.85492 -5.19420 0.100
H -2.89669 -0.66148 2.37243 0.078
H 2.49265 -1.40658 -3.40760 0.046
C -2.58461 4.49423 -0.27792 0.023
H 3.73714 -0.88136 -2.24983 0.050
H -3.26323 0.84808 -3.18309 0.024
C -0.86625 -0.67714 1.70011 -0.283
H -0.82586 3.75543 -5.55338 0.123
C 0.30115 -1.81940 0.06860 -0.339
C -1.91435 -0.27418 2.66348 -0.022
H 2.56318 1.33997 -4.86867 0.093
C -1.52793 -2.00934 -3.93024 -0.242
C 1.05447 0.04745 -5.58320 -0.151
H 2.22326 2.95901 -1.58781 0.035
C 1.22694 -0.98807 0.78166 -0.317
C -1.86760 0.61947 -5.31425 -0.167
H -1.89497 2.35862 -4.08699 0.111
C -1.00593 -1.58771 0.60854 -0.345
H -2.32236 -2.43402 -0.85935 0.022
H -1.37713 -3.02013 -3.51900 0.060
H -0.69505 -1.77350 -4.59208 0.041
Dy -0.44222 0.68114 -0.74764 1.352
F 0.13306 4.49519 -1.16629 0.111
H 0.37458 -1.23684 -7.10075 0.123
C -1.79101 3.64962 1.91508 -0.489
C -1.50229 3.68733 0.38010 -0.439
H -2.44153 4.45423 -1.36053 0.098
H -3.14807 -1.69384 0.53114 0.077
H -1.83140 0.28646 -7.43628 0.129
H 1.12272 -3.70686 -0.48685 0.100
H -0.37588 1.53049 -2.96514 0.031
F -0.74484 3.17104 2.64654 0.129
H 0.07061 0.09342 -3.95760 -0.037
H -1.69231 -0.64903 3.67578 0.102
P 1.84490 0.62768 -2.21911 0.870
C -1.42464 1.83612 -4.93078 -0.129
C 0.66617 -2.82704 -0.96557 -0.046
C 0.50528 -0.30526 1.80107 -0.277
C 2.46518 2.32179 -2.45174 -0.232
H 0.96352 0.01835 3.86184 0.100
H -1.99835 0.81741 2.72803 0.062
C -3.20795 0.00870 -2.48535 -0.245
H -3.41617 0.39903 -1.47171 0.052
H 3.58236 -0.03208 -3.79102 0.052
C 0.97153 2.59680 -5.62139 -0.167
F -2.09440 4.86558 2.44038 0.151
H -3.99612 -0.71905 -2.73775 0.080
C 2.70191 -0.96998 0.61532 -0.063
O -1.43795 2.37744 -0.08682 -0.328
H 3.18001 -1.77839 1.18996 0.102
H 0.59735 1.48423 2.94654 0.064
H -3.54445 4.03009 -0.04004 0.109
H -0.20360 -3.17988 -1.53005 0.052
H -2.55927 5.53032 0.07179 0.110
H 2.16259 0.68649 2.72991 0.078
H 1.44996 2.93443 -6.56164 0.137
F -2.85289 2.82250 2.16518 0.128
H -2.46225 -1.98474 -4.49876 0.062
C 0.09068 0.51632 -2.95590 -0.538
H -2.81938 0.23843 -4.93389 0.087
C -0.56543 2.70986 -5.80263 -0.147
C 3.01081 -0.53045 -2.99808 -0.243
```

**Spin multiplicity**: 6
**Orbital gap (spin up / spin down)**: 6.0 / 6.1 eV
**<S²>**: 9.363
**Total charge**: +1

---

ORCA calculation (ωB97M-V/def2-TZVPD) on one molecule with the formula C27H44IN7O4S at a distorted geometry.

```
84
Properties=species:S:1:pos:R:3:lowdin_charge:R:1
H 1.93358 -1.20743 -5.07058 0.113
H -3.73090 -0.62459 -1.99499 0.114
C 0.04972 1.04630 -4.28598 -0.176
H -7.39066 0.12666 0.06502 0.121
C 1.48921 0.63865 -3.95307 -0.198
H -7.59066 -2.14619 2.95709 0.042
C 5.21230 -4.22315 0.85933 -0.113
H -2.50099 -0.22282 3.03178 0.019
H 4.31430 0.58262 0.79574 0.102
N -7.14883 -2.55624 0.60933 0.090
C -0.59338 1.87989 -2.02340 -0.211
N -2.49461 0.42628 2.25662 0.098
N 0.44596 1.93615 -1.24217 0.195
O 4.35156 2.82430 5.18051 0.107
C 2.33852 1.32877 3.25448 -0.181
H 3.59545 -0.80560 -1.26825 0.102
C 2.54006 -1.41197 0.48342 -0.179
H 2.20760 0.64089 4.07871 0.046
S 0.58875 -1.85724 -3.24814 0.581
N -6.62444 -0.19423 0.64569 0.006
H 1.36944 3.07144 4.02416 0.108
C 4.60529 -2.82897 0.91657 -0.267
H -4.51515 1.47863 -0.30162 0.099
C 2.39539 2.75108 3.85147 -0.110
C 2.90262 -0.33490 -0.56599 -0.193
H -5.92351 1.27982 -1.32574 0.110
C 0.26080 1.55969 0.05479 -0.142
O 0.12259 -1.22388 -2.04857 -0.264
C -1.00015 1.14095 0.49782 -0.132
H 2.83575 3.47048 3.16948 0.117
N -7.31845 -1.24069 2.58333 0.145
H -1.22720 2.75421 -3.90035 0.111
H -4.78950 0.28479 -3.01409 0.113
H 4.46108 -2.53072 1.95263 0.106
H 2.62598 -3.54903 0.66239 0.111
H 2.41135 1.70184 6.65805 0.087
C 1.18210 1.23189 2.29133 -0.227
C 3.16431 2.76064 5.14922 -0.529
C -1.19380 0.76250 1.85969 -0.300
O 1.44749 -3.13210 -2.85284 -0.148
H -2.65139 1.03271 -3.50806 0.106
H 3.22408 2.64168 1.17163 0.099
C -1.87747 1.42697 -1.58057 -0.187
H 1.78352 0.97876 -2.96620 0.084
H -0.65350 0.23827 -4.12645 0.081
C -5.46505 -0.45179 -0.19883 -0.255
H -4.62703 -0.80448 0.40268 0.106
O -0.40905 -2.22918 -4.20422 -0.270
H 2.75205 -1.03656 -3.54307 0.096
H 2.15454 1.13591 -4.65475 0.121
C -4.13340 0.37374 -2.14837 -0.194
C 3.23822 -2.75452 0.23108 -0.230
H 5.03899 -4.69112 -0.10750 0.070
H 0.00196 1.34587 -5.32989 0.118
H 6.28784 -4.18867 1.00879 0.066
H 1.46412 -1.57409 0.46555 0.102
C 2.70338 2.04242 0.43223 -0.129
C -0.36387 2.27159 -3.45442 -0.125
C 1.80678 -0.85713 -4.05241 -0.214
H 4.27518 1.27166 -0.78886 0.105
H 5.26906 -2.11259 0.43391 0.108
H 2.03143 -0.03963 -1.13874 0.060
N -2.06482 1.06894 -0.34466 0.206
C 1.36142 1.60256 0.96121 -0.118
H -6.26123 -2.99532 0.42267 0.076
C -5.01881 0.78758 -0.96520 -0.191
C -3.03588 1.34753 -2.54041 -0.128
N 2.40891 2.67363 6.35787 0.118
C -7.04737 -1.34587 1.35631 -0.546
H -5.64467 -1.23385 -0.94468 0.105
H 1.44038 2.88914 6.14923 0.054
C 3.63383 0.88414 0.00304 -0.167
H 4.79095 -4.85978 1.63136 0.070
H -3.43895 2.34847 -2.70213 0.132
H 3.36006 -2.95044 -0.83358 0.097
H -7.80337 -3.19660 1.02665 0.072
H 2.57335 2.68759 -0.42659 0.104
I -0.40699 0.28210 4.74702 0.996
H 0.44292 3.00042 -3.44242 0.122
C -0.11448 0.80417 2.73756 -0.546
H 3.26273 1.09642 2.74170 0.106
H -3.01192 0.00875 1.49392 0.057
H 2.85441 -1.05142 1.45849 0.095
H 1.06012 -3.45673 -2.02375 0.099
```

**SMILES**: [H]/N=C(\N)NCCCCc1nc2c(N)c(I)c(CCC(N)=O)c(CCCCCCC)c2nc1CCCCS(=O)(=O)O
**Orbital gap**: 7.9 eV

---

ORCA calculation (ωB97M-V/def2-TZVPD) on a 3-piece molecular cluster, C27H44N3O4S3 overall at a distorted geometry.

```
81
Properties=species:S:1:pos:R:3:lowdin_charge:R:1
C -4.92956 -0.62366 -1.28058 -0.585
H -5.37693 -2.89021 2.11635 -0.134
C -0.26594 -1.68652 -0.99652 -0.246
H -2.03142 -6.82608 1.05092 0.084
H -1.50181 -5.56826 -0.98390 0.112
H -0.77613 -5.81609 1.93645 0.077
H 6.33860 10.44629 2.83233 0.107
S -4.97360 -1.70339 2.58730 0.744
H 2.14506 2.52935 0.59098 0.059
H -2.02214 -0.04394 -2.64106 0.087
H -4.84468 0.42746 -1.00848 0.080
H -3.19840 -1.36709 1.04316 0.025
C -3.89223 -1.02809 -2.32217 -0.265
S -1.24999 -2.54191 -3.50703 0.896
H -2.68688 -1.06947 2.68269 0.083
H -2.42417 -0.21814 -0.90852 0.118
H -6.53412 -2.07881 -2.33762 -0.142
H -3.16072 -2.82993 -0.49643 0.119
C -2.19288 -3.05747 -0.92642 -0.074
H -1.51433 -1.42225 -4.19001 -0.087
H -2.40214 -3.85435 -1.63856 0.094
H 1.65150 -3.21349 -1.99883 0.133
C 2.97057 4.44220 1.23396 -0.136
H 2.35098 -6.65501 -1.84887 0.090
H -0.65132 -1.11902 -0.14620 0.146
H 4.42899 5.96562 1.27718 0.127
C -1.37082 -5.96779 1.04367 0.071
C -0.70275 2.19630 -2.46741 -0.467
C 0.62382 0.64132 -1.25273 -0.438
H 1.93187 -5.49999 1.19424 0.112
C -1.21085 -3.16387 1.52960 -0.124
H -1.83678 3.75061 -1.66257 0.103
H -0.85382 -2.13310 1.62956 0.122
C 4.22398 10.60690 3.51590 -0.106
C 1.85000 -4.89350 -0.67491 -0.350
H 2.26009 4.89352 1.90503 0.105
C 4.87088 4.29765 0.06216 -0.136
H 5.83205 4.62018 -0.29877 0.108
O 1.59791 -4.73518 0.71774 -0.037
C -2.45040 -0.70382 -1.88917 -0.183
C 0.99207 -3.85568 -1.41954 -0.054
C -1.33455 -5.13382 -0.00325 -0.106
H 5.82017 8.01232 2.61788 0.136
C -1.21840 2.94217 -1.28188 0.037
H 4.08789 11.65525 3.71947 0.093
O 0.48509 1.45818 -2.32879 0.112
H -4.80394 -1.20595 -0.36764 0.023
H 2.24000 9.68783 4.00112 0.091
H 1.55421 -7.02328 -0.30744 0.088
H -4.03074 -2.08745 -2.53686 0.097
H 1.81591 -1.07163 -1.17917 0.147
N 5.14429 8.68214 2.93255 -0.006
S -6.62658 -0.82556 -1.87424 0.736
C 2.94075 3.25233 0.55663 -0.111
C 5.37691 10.02404 3.06647 -0.138
H 2.91031 -4.71024 -0.85481 0.142
C -1.52880 -1.94798 -1.80042 -0.646
N 0.17368 -3.03317 -0.49492 0.023
C 1.58224 -6.33415 -1.14908 -0.017
C 0.83500 -0.81887 -1.58585 -0.018
N 4.14496 5.07064 0.92474 0.008
H 0.87404 -0.96504 -2.66561 0.115
H 0.63014 -6.43141 -1.66687 0.071
O 0.64237 1.02056 -0.11470 0.139
O -1.20861 2.21564 -3.54204 0.162
C 3.85254 8.40100 3.29731 -0.154
H -0.43070 3.36768 -0.66849 0.093
C -1.12828 -3.62167 0.06725 -0.314
H -1.86262 2.29955 -0.68203 0.093
H 3.46929 7.39472 3.26825 0.092
H 0.76504 -2.78607 0.30347 0.176
C 4.15017 3.16110 -0.18791 -0.111
C 3.25632 9.57662 3.66323 -0.109
H 0.32890 -4.31437 -2.14735 0.102
H -3.24975 -3.85498 1.56800 0.101
C -2.62752 -3.15812 2.12953 -0.240
H 4.45648 2.35471 -0.83347 0.086
H -0.53008 -3.76680 2.12478 0.111
C -3.24345 -1.76679 2.05698 -0.585
H -4.10834 -0.49778 -3.24816 0.114
H -2.61796 -3.47258 3.17039 0.122
```

**Orbital gap**: 7.2 eV
**Total charge**: +1

---

no.,E (Eh)
1,-3650.2064
2,-3297.0873
3,-2435.3961
4,-2714.6988